(1)
Molecular formula: C26H40NO4P2SeV
Method: DFT, ωB97M-V with the def2-TZVPD basis set

The molar mass comes out at 622.5 g/mol. For the total energy, the calculation gives -146896.292 eV. As for the energy above the lowest of the compared OMol25 structures with the same formula, charge and spin: 6.1 kcal/mol. Its expectation value of S² is 1.0628. The gap between HOMO and LUMO (spin up / spin down) is 6.6 / 8.0 eV. Its LUMO energy (spin up / spin down) is -4.895 / -3.323 eV.

Structure (ORCA input):
```
! RIJCOSX wB97M-V def2-TZVPD def2/J DEFGRID3
* xyz 1 2
V -0.93 -0.56 -0.93
C 3.58 -1.72 -2.84
C 2.16 -1.96 -2.32
C 2.00 -3.34 -1.69
P 1.49 -0.68 -1.19
C 2.71 -0.02 0.03
C 3.33 -1.15 0.84
C 3.77 0.91 -0.57
C 0.95 0.72 -2.23
C 1.28 0.92 -3.58
C 0.75 1.97 -4.30
C 1.10 2.18 -5.74
C -0.17 2.83 -3.66
C -0.56 2.64 -2.36
C 0.01 1.58 -1.64
N -0.48 1.18 -0.38
C -0.68 1.95 0.75
C -0.27 3.27 0.89
C -0.56 3.93 2.08
C -1.23 3.30 3.12
C -1.56 4.03 4.39
C -1.61 1.96 2.97
C -1.33 1.27 1.80
P -1.63 -0.47 1.41
C -3.38 -0.87 1.81
C -3.65 -1.07 3.31
C -3.90 -2.07 1.00
C -0.39 -1.42 2.38
C -0.27 -1.10 3.87
C -0.54 -2.92 2.13
H 3.80 -2.45 -3.62
H 3.73 -0.72 -3.25
H 4.32 -1.87 -2.05
H 1.45 -1.89 -3.15
H 2.63 -3.47 -0.81
H 0.96 -3.53 -1.41
H 2.30 -4.10 -2.42
H 2.07 0.58 0.70
H 4.00 -1.76 0.23
H 3.92 -0.73 1.66
H 2.58 -1.82 1.27
H 4.47 0.36 -1.19
H 3.33 1.70 -1.17
H 4.33 1.37 0.24
H 1.96 0.24 -4.07
H 1.87 1.49 -6.07
H 0.22 2.03 -6.36
H 1.44 3.20 -5.91
H -0.59 3.65 -4.23
H -1.31 3.27 -1.90
H 0.26 3.78 0.09
H -0.25 4.96 2.20
H -1.08 5.01 4.42
H -2.64 4.18 4.48
H -1.24 3.47 5.26
H -2.11 1.46 3.79
H -3.91 0.02 1.47
H -3.22 -2.00 3.66
H -3.27 -0.26 3.93
H -4.73 -1.12 3.46
H -3.25 -2.95 1.10
H -4.89 -2.34 1.37
H -3.99 -1.83 -0.05
H 0.53 -1.08 1.90
H -1.12 -1.47 4.44
H 0.62 -1.60 4.27
H -0.16 -0.03 4.06
H -1.43 -3.32 2.62
H -0.61 -3.16 1.07
H 0.32 -3.45 2.54
O -3.60 -2.80 -2.95
Se -2.37 -1.91 -2.51
O -1.17 -1.50 -3.53
O -1.44 -2.43 -1.15
O -2.74 -0.44 -1.72
*
```


(2)
Molecular formula: C26H41As2HgN2O10SeSi
Method: DFT, ωB97M-V with the def2-TZVPD basis set

The molar mass comes out at 999.1 g/mol. For the total energy, the calculation gives -250154.361 eV. Its expectation value of S² is 0.7727. The gap between HOMO and LUMO (spin up / spin down) is 3.5 / 6.4 eV. Its LUMO energy (spin up / spin down) is 4.049 / 4.049 eV.

Structure (ORCA input):
```
! RIJCOSX wB97M-V def2-TZVPD def2/J DEFGRID3
* xyz -2 2
Hg 0.92 -0.11 -0.18
C 0.50 0.50 4.15
O 1.37 0.02 3.15
C 2.03 -1.15 3.55
C 2.90 -1.66 2.41
O 2.25 -1.99 1.21
C 1.71 -3.30 1.09
C 0.34 -3.48 1.73
O -0.57 -2.48 1.31
C -1.57 -2.98 0.45
H 1.06 0.76 5.06
H 0.01 1.38 3.74
H -0.27 -0.25 4.40
H 2.70 -0.93 4.41
H 1.31 -1.90 3.89
H 3.59 -0.86 2.15
H 3.47 -2.53 2.77
H 1.66 -3.49 0.02
H 2.40 -4.02 1.56
H -0.04 -4.47 1.49
H 0.42 -3.40 2.82
H -1.15 -3.47 -0.43
H -2.22 -3.69 0.99
H -2.16 -2.12 0.13
O -2.98 0.58 -1.85
C -1.88 0.05 -1.70
O -1.10 0.43 -0.73
C -1.47 -1.09 -2.60
C -2.39 -1.40 -3.59
C -2.21 -2.47 -4.46
C -1.13 -3.35 -4.25
C -0.19 -3.09 -3.24
C -0.26 -1.86 -2.47
O 0.74 -1.50 -1.76
N 0.79 -4.06 -3.03
O 1.62 -3.98 -2.07
O 0.81 -5.07 -3.81
N -3.13 -2.69 -5.50
O -4.09 -1.92 -5.64
O -2.94 -3.64 -6.27
H -3.29 -0.80 -3.67
H -1.03 -4.24 -4.84
C -3.35 0.80 3.98
As -2.62 0.72 2.10
C -4.32 0.11 1.32
C -2.83 2.64 1.75
C -4.04 3.29 2.03
C -4.22 4.64 1.79
C -3.18 5.38 1.24
C -1.97 4.75 0.96
C -1.78 3.39 1.21
As -0.03 2.59 0.80
C 0.15 3.29 -1.01
C 1.10 3.97 1.69
H -4.40 1.10 4.03
H -2.76 1.51 4.58
H -3.25 -0.19 4.43
H -5.18 0.70 1.66
H -4.48 -0.94 1.60
H -4.24 0.18 0.24
H -4.86 2.73 2.45
H -5.16 5.12 2.01
H -3.31 6.43 1.04
H -1.17 5.34 0.53
H 0.15 4.38 -1.04
H -0.70 2.92 -1.59
H 1.07 2.92 -1.46
H 0.90 4.98 1.34
H 2.14 3.71 1.46
H 0.97 3.93 2.77
C 6.03 -0.12 -1.34
Si 4.33 0.43 -1.98
C 4.61 2.05 -2.96
C 3.53 -0.90 -3.05
Se 3.12 0.98 -0.10
H 6.79 -0.10 -2.13
H 5.97 -1.13 -0.94
H 6.35 0.54 -0.54
H 5.44 1.95 -3.66
H 4.84 2.85 -2.26
H 3.72 2.33 -3.52
H 4.25 -1.34 -3.76
H 2.69 -0.50 -3.61
H 3.13 -1.70 -2.42
*
```


(3)
Molecular formula: C26H41BF10INO13P
Method: DFT, ωB97M-V with the def2-TZVPD basis set

The molar mass comes out at 934.3 g/mol. For the total energy, the calculation gives -100968.753 eV. The gap between HOMO and LUMO is 7.9 eV. Its LUMO energy is -4.106 eV.

Structure (ORCA input):
```
! RIJCOSX wB97M-V def2-TZVPD def2/J DEFGRID3
* xyz 1 1
C -3.85 2.14 2.74
C -2.43 1.80 2.32
C -1.36 2.36 3.25
C 0.02 1.74 3.09
C 0.58 1.84 1.63
C 0.74 0.41 1.15
N 0.98 -0.01 -0.33
C 1.40 -1.47 0.01
O 0.62 -2.10 0.70
C 2.74 -2.29 -0.10
F 3.22 -2.27 1.16
F 3.75 -1.79 -0.82
C 2.55 -3.81 -0.44
F 1.75 -4.03 -1.49
F 3.76 -4.22 -0.82
C 2.05 -4.77 0.70
F 2.73 -5.92 0.53
F 2.24 -4.37 1.95
C 0.55 -5.12 0.52
O -0.31 -4.52 1.13
O 0.32 -6.16 -0.28
C -0.33 0.03 -1.11
O -1.25 0.89 -0.51
B -1.20 -1.36 -1.30
O -0.65 -2.58 -1.64
O -2.55 -1.29 -1.17
C -0.23 0.57 -2.56
F -0.88 -0.29 -3.42
O 0.98 1.00 -3.07
C 2.18 0.46 -2.50
I 2.03 -1.63 -3.21
C 3.39 0.94 -3.31
C 2.99 1.38 -4.71
C 4.20 1.75 -5.54
F 5.28 2.01 -4.78
F 3.94 2.88 -6.23
F 4.53 0.81 -6.43
C 2.11 0.82 -1.00
C 3.34 0.86 -0.09
C 4.75 0.94 -0.65
C 5.74 0.76 0.48
O 5.68 -0.57 0.95
C 5.71 -0.66 2.35
P 1.76 2.72 -1.21
O 2.37 3.21 -2.43
O 0.20 3.09 -1.23
O 2.42 3.60 -0.03
H -4.51 1.85 1.95
H -4.00 3.20 2.90
H -4.14 1.55 3.60
H -2.35 0.71 2.22
H -2.27 2.22 1.33
H -1.32 3.44 3.21
H -1.68 2.12 4.26
H 0.01 0.71 3.45
H 0.67 2.28 3.76
H -0.14 2.45 1.11
H 1.52 2.34 1.78
H -0.15 -0.07 1.50
H 1.52 -0.01 1.77
H -0.55 -6.03 -0.67
H -1.71 0.45 0.22
H -0.69 -2.75 -2.58
H -2.94 -1.47 -2.03
H -0.86 1.44 -2.59
H 3.91 1.78 -2.89
H 4.13 0.16 -3.43
H 2.41 2.29 -4.62
H 2.37 0.67 -5.23
H 3.29 1.66 0.65
H 3.40 0.03 0.61
H 4.97 0.16 -1.36
H 4.99 1.89 -1.10
H 5.62 1.49 1.27
H 6.73 0.90 0.04
H 6.59 -0.15 2.74
H 5.77 -1.69 2.66
H 4.83 -0.22 2.82
H -0.09 3.71 -0.56
H 1.78 3.99 0.56
O -6.73 1.23 2.82
C -7.38 0.53 2.09
O -8.58 0.10 2.51
C -9.50 -0.60 1.67
C -9.20 -2.09 1.61
C -6.84 0.07 0.75
H -9.54 -0.15 0.68
H -10.47 -0.45 2.13
H -8.22 -2.28 1.18
H -9.95 -2.61 1.02
H -9.19 -2.51 2.62
H -6.19 -0.79 0.91
H -6.27 0.88 0.32
H -7.61 -0.21 0.04
*
```


(4)
Molecular formula: C26H41BrCoN6P2
Method: DFT, ωB97M-V with the def2-TZVPD basis set

The molar mass comes out at 638.4 g/mol. For the total energy, the calculation gives -162792.428 eV. As for the energy above the lowest of the compared OMol25 structures with the same formula, charge and spin: 0.0 kcal/mol. Its expectation value of S² is 3.7883. The gap between HOMO and LUMO (spin up / spin down) is 7.4 / 4.6 eV. Its LUMO energy (spin up / spin down) is -6.494 / -9.371 eV.

Structure (ORCA input):
```
! RIJCOSX wB97M-V def2-TZVPD def2/J DEFGRID3
* xyz 2 4
C -1.22 -5.80 1.03
C 0.16 -5.50 1.19
C 1.06 -6.55 1.42
C 0.52 -7.84 1.58
N -0.78 -8.10 1.49
C -1.63 -7.12 1.20
C 0.53 -4.13 1.28
C -0.12 -3.01 1.49
C -1.12 -2.08 1.85
C -1.85 -1.38 0.85
C -2.30 -0.08 1.12
C -2.03 0.56 2.36
C -1.46 -0.21 3.38
C -1.04 -1.52 3.15
Co 1.68 -2.71 1.56
P -0.19 1.07 -2.01
H 2.12 -6.38 1.53
H -1.96 -5.04 0.81
H 1.17 -8.68 1.79
H -2.67 -7.39 1.10
H -0.52 -2.08 3.95
H -1.96 -1.82 -0.14
H -1.29 0.24 4.35
H -2.78 0.43 0.31
C 0.13 2.90 -1.99
C 1.15 3.52 -2.93
H 0.38 3.13 -0.95
H -0.87 3.31 -2.17
H 1.07 4.61 -2.86
H 2.19 3.25 -2.68
H 0.98 3.26 -3.98
C 1.33 0.37 -2.77
C 1.13 -1.10 -3.16
H 2.14 0.44 -2.03
H 1.60 0.98 -3.64
H 2.10 -1.57 -3.33
H 0.62 -1.67 -2.38
H 0.54 -1.17 -4.09
C -1.35 1.03 -3.46
C -0.89 1.51 -4.83
H -2.18 1.65 -3.11
H -1.71 0.00 -3.52
H -1.61 1.14 -5.58
H -0.88 2.60 -4.92
H 0.10 1.13 -5.14
Br -2.26 2.35 2.55
P 3.02 1.20 1.94
C 3.01 1.57 0.13
C 4.00 2.66 -0.27
H 1.98 1.86 -0.15
H 3.25 0.62 -0.38
H 4.06 2.76 -1.36
H 3.72 3.64 0.14
H 5.01 2.42 0.10
C 1.79 2.51 2.45
C 2.10 3.13 3.82
H 0.78 2.05 2.43
H 1.82 3.29 1.67
H 1.36 3.93 4.01
H 2.04 2.39 4.63
H 3.10 3.59 3.83
C 2.01 -0.39 2.05
C 3.10 -1.37 2.47
H 1.53 -0.53 1.06
H 1.25 -0.22 2.83
H 2.88 -2.49 2.51
H 4.02 -1.25 1.87
H 3.41 -1.18 3.52
N -6.45 1.66 -0.54
N -5.31 2.30 -0.96
N -5.06 3.60 -0.66
C -3.78 3.72 -1.11
N -3.29 2.57 -1.60
N -4.26 1.63 -1.42
H -6.60 0.85 -1.11
H -7.23 2.31 -0.52
H -3.25 4.64 -1.04
*
```


(5)
Molecular formula: C26H41BrHfN6P2
Method: DFT, ωB97M-V with the def2-TZVPD basis set

The molar mass comes out at 758.0 g/mol. For the total energy, the calculation gives -126446.471 eV. The gap between HOMO and LUMO is 5.3 eV. Its LUMO energy is -14.460 eV.

Structure (ORCA input):
```
! RIJCOSX wB97M-V def2-TZVPD def2/J DEFGRID3
* xyz 4 1
C 0.86 -4.88 0.19
C 1.42 -3.60 0.39
C 2.64 -3.27 -0.28
C 3.31 -4.30 -0.93
N 2.81 -5.54 -1.01
C 1.63 -5.84 -0.46
C 0.73 -2.69 1.19
C 0.11 -1.74 1.74
C 0.00 -1.03 2.96
C -1.04 -0.03 3.13
C -0.68 1.18 3.85
C 0.45 1.08 4.64
C 1.18 -0.09 4.85
C 0.93 -1.16 3.99
Hf -1.07 0.65 0.96
P -0.95 -0.85 -1.20
H 3.04 -2.26 -0.30
H -0.14 -5.13 0.55
H 4.28 -4.12 -1.40
H 1.27 -6.87 -0.53
H 1.51 -2.08 4.08
H -2.02 -0.46 3.41
H 1.93 -0.15 5.62
H -1.27 2.09 3.85
C -1.92 0.02 -2.52
C -1.61 -0.26 -3.99
H -1.79 1.10 -2.32
H -2.97 -0.20 -2.29
H -2.21 0.43 -4.60
H -0.56 -0.08 -4.25
H -1.89 -1.27 -4.30
C 0.69 -1.08 -2.03
C 0.89 -2.21 -3.04
H 1.41 -1.20 -1.20
H 0.93 -0.12 -2.50
H 1.89 -2.09 -3.49
H 0.89 -3.20 -2.56
H 0.18 -2.20 -3.87
C -1.63 -2.56 -1.19
C -2.27 -3.15 -2.46
H -2.38 -2.57 -0.38
H -0.81 -3.20 -0.83
H -2.70 -4.12 -2.20
H -3.09 -2.54 -2.86
H -1.54 -3.35 -3.26
Br 1.03 2.66 5.57
P 0.81 2.32 0.07
C 1.29 2.47 -1.70
C 1.44 3.89 -2.23
H 0.52 1.92 -2.29
H 2.23 1.91 -1.84
H 1.59 3.86 -3.32
H 0.55 4.50 -2.05
H 2.31 4.40 -1.79
C -0.05 3.87 0.52
C 0.84 4.98 1.07
H -0.84 3.63 1.26
H -0.59 4.22 -0.37
H 0.22 5.79 1.47
H 1.48 4.63 1.89
H 1.48 5.41 0.30
C 2.42 2.27 0.94
C 3.59 3.04 0.32
H 2.69 1.20 0.99
H 2.25 2.59 1.98
H 4.50 2.87 0.91
H 3.81 2.72 -0.71
H 3.42 4.13 0.30
N -4.14 -0.08 3.26
N -4.23 0.16 1.91
N -5.06 1.17 1.44
C -4.37 1.62 0.38
N -3.07 1.26 0.38
N -3.02 0.31 1.41
H -3.65 -0.97 3.40
H -5.00 -0.02 3.79
H -4.85 2.21 -0.40
*
```


(6)
Molecular formula: C26H41BrN6P2Pd
Method: DFT, ωB97M-V with the def2-TZVPD basis set

The molar mass comes out at 685.9 g/mol. For the total energy, the calculation gives -128643.424 eV. Its expectation value of S² is 2.0086. The gap between HOMO and LUMO (spin up / spin down) is 6.7 / 3.5 eV. Its LUMO energy (spin up / spin down) is -6.359 / -9.533 eV.

Structure (ORCA input):
```
! RIJCOSX wB97M-V def2-TZVPD def2/J DEFGRID3
* xyz 2 3
C -0.64 4.97 -5.84
C -0.70 3.73 -6.53
C -0.77 3.73 -7.91
C -0.92 4.95 -8.57
N -0.89 6.11 -7.92
C -0.80 6.13 -6.60
C -0.75 2.43 -5.85
C -0.67 1.98 -4.61
C -0.92 2.26 -3.23
C -0.06 1.82 -2.21
C -0.60 1.47 -0.99
C -1.98 1.61 -0.74
C -2.79 2.23 -1.71
C -2.25 2.61 -2.92
Pd -0.76 0.50 -5.90
P 2.33 -0.72 -2.07
H -0.68 2.79 -8.47
H -0.46 5.03 -4.77
H -1.07 4.99 -9.65
H -0.86 7.11 -6.12
H -2.86 3.15 -3.66
H 1.01 1.68 -2.39
H -3.82 2.49 -1.46
H 0.04 1.10 -0.20
C 2.02 -2.19 -0.98
C 2.92 -3.40 -1.13
H 0.96 -2.46 -1.17
H 2.06 -1.76 0.04
H 2.68 -4.11 -0.33
H 2.75 -3.93 -2.08
H 3.98 -3.16 -1.04
C 3.26 -1.41 -3.51
C 3.74 -0.29 -4.43
H 2.56 -2.07 -4.05
H 4.09 -2.03 -3.14
H 3.98 -0.71 -5.42
H 2.96 0.48 -4.56
H 4.65 0.19 -4.04
C 3.63 0.11 -1.06
C 4.99 -0.56 -0.94
H 3.17 0.21 -0.06
H 3.73 1.13 -1.48
H 5.67 0.13 -0.42
H 4.95 -1.47 -0.34
H 5.44 -0.79 -1.91
Br -2.74 0.90 0.78
P -1.92 -1.72 -4.47
C -0.06 -1.90 -4.18
C 0.32 -3.38 -4.04
H 0.25 -1.30 -3.31
H 0.44 -1.48 -5.08
H 1.40 -3.54 -3.99
H -0.11 -3.83 -3.14
H -0.04 -3.94 -4.91
C -2.36 -2.32 -2.75
C -3.81 -2.74 -2.52
H -2.12 -1.47 -2.10
H -1.71 -3.14 -2.44
H -4.00 -2.82 -1.44
H -4.54 -2.03 -2.93
H -4.02 -3.72 -2.96
C -3.11 -0.28 -4.30
C -3.67 0.16 -5.65
H -2.50 0.47 -3.82
H -3.94 -0.52 -3.61
H -3.02 0.94 -6.09
H -3.76 -0.70 -6.32
H -4.66 0.64 -5.54
N 1.14 3.45 2.96
N 1.10 2.11 2.58
N 1.13 1.14 3.53
C 1.55 0.10 2.78
N 1.81 0.41 1.50
N 1.55 1.73 1.38
H 0.97 4.04 2.16
H 0.51 3.59 3.74
H 1.65 -0.88 3.20
*
```